{
  "formula": "C9H16O2S2",
  "method": "the ωB97M-V functional and the def2-TZVPD basis",
  "species": ["C", "C", "C", "C", "C", "C", "C", "C", "C", "O", "O", "S", "S", "H", "H", "H", "H", "H", "H", "H", "H", "H", "H", "H", "H", "H", "H", "H", "H"],
  "xyz": [[1.73067, -1.50346, 0.64261], [-1.41243, 0.72291, -1.03529], [2.21863, -1.87179, -0.72768], [2.60465, 0.69469, 1.34106], [-2.32636, -0.26072, 1.96572], [-2.26522, 0.83610, -3.70721], [0.20658, 0.11532, 1.79351], [1.36782, -0.03311, 0.80840], [-1.02271, -0.54111, 1.33022], [1.64742, -2.28978, 1.55367], [-1.16040, 3.11181, -2.00552], [-1.20632, 2.32090, -0.74264], [-1.65025, -0.26355, -2.36881], [2.95531, -1.14551, -1.06714], [2.64839, -2.87023, -0.72969], [1.37579, -1.83863, -1.41724], [2.91169, 0.25716, 2.28952], [2.37806, 1.74697, 1.49884], [3.43489, 0.61982, 0.64283], [-3.15060, -0.52278, 1.30701], [-2.41164, 0.78120, 2.26337], [-2.42789, -0.87671, 2.86588], [-1.84597, 1.82633, -3.55637], [-3.34948, 0.86469, -3.66677], [-1.92447, 0.40507, -4.64251], [0.02320, 1.16697, 2.02664], [0.50924, -0.38282, 2.72769], [1.07104, 0.38637, -0.15545], [-0.92963, -1.45610, 0.76532]],
  "forces_ev_per_a": [[0.0544, 0.3476, -0.4268], [0.5521, 0.2850, 2.4124], [0.1700, -0.3236, 0.1163], [-0.0771, -0.0597, -0.0753], [-0.1183, -0.0371, -0.0767], [0.1579, -0.1188, 0.2956], [0.3361, 0.0313, -0.3277], [-0.0822, 0.0090, 0.4659], [-0.6871, 1.1272, -1.5672], [-0.0809, -0.1295, 0.1601], [0.0036, 0.6514, 0.0005], [-0.1655, -1.7275, -0.6068], [-0.0696, 0.1022, -0.2371], [0.0081, 0.0654, -0.0960], [0.0061, -0.0202, 0.0034], [-0.0821, 0.0781, -0.0980], [0.0531, -0.0034, 0.0786], [0.0339, 0.0854, -0.0214], [0.1040, 0.0492, -0.0351], [-0.0147, -0.0010, 0.0009], [-0.0035, 0.0471, 0.0146], [0.0835, -0.0808, 0.1013], [-0.0254, -0.0108, -0.0478], [-0.0459, 0.0026, -0.0345], [-0.0276, -0.0664, -0.1053], [-0.0315, -0.0466, 0.0148], [-0.1110, -0.0239, 0.0388], [0.0292, -0.0541, 0.0321], [0.0304, -0.1782, 0.0205]],
  "nbo_charge": [0.619, -0.704, -0.725, -0.592, -0.702, -0.749, -0.525, -0.331, 0.205, -0.557, -0.989, 0.991, 0.315, 0.231, 0.235, 0.246, 0.214, 0.220, 0.215, 0.248, 0.231, 0.243, 0.277, 0.218, 0.223, 0.235, 0.269, 0.241, 0.199],
  "mol_weight_g_mol": 220.4,
  "homo_ev": [-7.66, -7.59],
  "e_above_lowest_kj_mol": 0.0,
  "total_charge": 0,
  "orbital_gap_ev": [6.98, 6.32]
}

=====

{
  "formula": "C9H16O4SScTe4",
  "method": "the ωB97M-V functional and the def2-TZVPD basis",
  "species": ["Sc", "C", "C", "O", "C", "C", "O", "C", "C", "O", "C", "C", "O", "H", "H", "H", "H", "H", "H", "H", "H", "H", "H", "H", "H", "H", "H", "H", "H", "Te", "Te", "Te", "Te", "S", "C"],
  "xyz": [[1.43318, 0.13684, 0.50370], [-0.67875, 2.53547, 0.23002], [-1.04419, 1.84361, -1.06655], [-0.11530, 0.78370, -1.23063], [-0.30281, 0.00834, -2.40164], [0.69585, -1.12805, -2.30964], [0.70936, -1.64150, -0.98176], [-0.40942, -2.43768, -0.60901], [-0.43462, -2.40880, 0.89834], [-0.41854, -1.04821, 1.32836], [-1.68059, -0.40296, 1.39921], [-1.38735, 0.96811, 1.96689], [-0.33339, 1.57928, 1.22884], [-1.49872, 3.17061, 0.57416], [0.21689, 3.13609, 0.08755], [-0.96692, 2.55282, -1.89615], [-2.05999, 1.42864, -1.05073], [-0.11179, 0.60769, -3.29670], [-1.34057, -0.34494, -2.43787], [1.70933, -0.76242, -2.47874], [0.47003, -1.91471, -3.03395], [-0.28529, -3.45796, -0.98238], [-1.33105, -2.02259, -1.02962], [0.47456, -2.84631, 1.31397], [-1.30272, -2.93247, 1.30406], [-2.34449, -0.95838, 2.06801], [-2.14151, -0.34570, 0.40669], [-1.01614, 0.86216, 2.98712], [-2.27818, 1.60009, 1.96388], [4.34326, 0.87595, 1.05719], [3.83768, -1.60499, 0.28995], [2.04825, -1.62657, 3.66076], [2.45163, 0.94755, 3.19130], [2.66132, 3.10226, -1.24058], [2.43099, 1.74501, -0.41408]],
  "forces_ev_per_a": [[0.4629, 0.0087, 0.3806], [-0.0360, 0.0155, 0.0493], [0.0340, 0.0168, -0.0695], [-0.1145, -0.0354, 0.0216], [0.0340, 0.0692, -0.0327], [0.0257, -0.0380, 0.0046], [0.0069, -0.0417, -0.1154], [-0.0144, 0.0262, -0.0715], [0.0164, 0.0125, 0.0665], [-0.1450, -0.0509, -0.1091], [0.0249, 0.0062, 0.0509], [-0.0025, -0.0002, -0.0396], [0.0003, 0.0587, -0.0102], [0.0066, -0.0043, 0.0111], [-0.0078, 0.0061, -0.0177], [-0.0024, -0.0145, -0.0096], [-0.0083, 0.0149, 0.0074], [-0.0033, 0.0054, 0.0054], [0.0013, -0.0104, -0.0097], [-0.0083, 0.0114, -0.0066], [-0.0023, -0.0022, 0.0051], [0.0008, -0.0014, 0.0012], [-0.0103, -0.0110, 0.0065], [-0.0031, -0.0051, -0.0001], [-0.0092, 0.0144, -0.0011], [-0.0040, 0.0062, 0.0032], [-0.0091, 0.0128, 0.0039], [-0.0081, -0.0150, 0.0020], [-0.0018, -0.0017, 0.0054], [0.0712, -0.1965, -0.0779], [0.0984, 0.1026, -0.0704], [0.0008, 0.1086, 0.0623], [-0.1106, -0.0921, 0.2234], [0.0469, -0.1215, 0.0496], [-0.3299, 0.1454, -0.3187]],
  "nbo_charge": [0.907, -0.087, -0.082, -0.556, -0.084, -0.087, -0.546, -0.088, -0.092, -0.566, -0.078, -0.082, -0.547, 0.193, 0.247, 0.209, 0.171, 0.208, 0.174, 0.244, 0.199, 0.204, 0.174, 0.251, 0.200, 0.204, 0.171, 0.229, 0.195, 0.307, -0.280, -0.390, -0.023, -0.050, -0.849],
  "mol_weight_g_mol": 775.6,
  "multiplicity": 2,
  "homo_ev": [-5.84, -6.16],
  "e_above_lowest_kj_mol": 23.4,
  "total_charge": 0,
  "orbital_gap_ev": [5.58, 5.90]
}

=====

{
  "formula": "C9H16Si",
  "method": "the ωB97M-V functional and the def2-TZVPD basis",
  "species": ["C", "Si", "C", "C", "C", "C", "C", "C", "C", "C", "H", "H", "H", "H", "H", "H", "H", "H", "H", "H", "H", "H", "H", "H", "H", "H"],
  "xyz": [[-1.82303, 1.88150, -0.03812], [-1.13879, 0.08062, 0.08636], [-1.95354, -0.84481, 1.55190], [-1.86552, -0.88676, -1.43212], [0.63143, 0.06670, -0.10318], [1.34320, -1.30985, -0.18093], [2.78183, -0.84440, 0.16863], [2.64699, 0.69493, 0.01730], [1.46497, 1.16578, -0.71704], [1.39050, 0.98641, 0.73096], [-2.52200, 2.03056, 0.70022], [-1.04999, 2.61209, 0.18182], [-2.25705, 1.98470, -0.96147], [-2.94438, -0.56745, 1.60560], [-1.97115, -1.98420, 1.26778], [-1.52326, -0.73440, 2.52603], [-2.77564, -0.36364, -1.86283], [-1.17345, -0.79026, -2.37024], [-2.09117, -1.90340, -1.27152], [1.14004, -1.73743, -1.29018], [0.99271, -1.92597, 0.61495], [3.08985, -1.13474, 1.16808], [3.65867, -1.12093, -0.49954], [3.63113, 1.15693, 0.02144], [1.10952, 1.84932, -1.46315], [1.20817, 1.63868, 1.54926]],
  "forces_ev_per_a": [[2.9578, -1.5940, 1.2211], [-3.2631, -0.0643, -1.1307], [2.4252, -2.4947, -1.5230], [0.6822, 2.8014, -2.2188], [0.4203, -1.4665, 0.2489], [0.3960, 0.6971, -2.4284], [1.3285, 0.1360, -2.6941], [1.9697, -1.8241, 0.7072], [-1.1892, -0.9952, -0.4690], [0.7203, 2.1632, 0.8801], [-1.9607, 0.2517, 1.6972], [0.2104, 0.1849, -0.4304], [-0.9070, 0.6043, -2.3132], [-2.3186, 0.7739, 0.0348], [0.1973, 2.0113, 0.6591], [0.3957, 0.0453, 0.5652], [0.6184, -0.6533, 0.8663], [-0.7828, -0.3993, 1.7462], [-0.2297, -1.2439, 0.1878], [0.7386, 0.5809, 2.7603], [-0.5154, -0.9722, 0.1671], [-0.1630, 0.2221, 0.2521], [-1.2895, -0.4655, 0.4418], [-0.5177, 0.8769, 0.3822], [0.4756, 0.4413, 0.0522], [-0.3993, 0.3827, 0.3379]],
  "nbo_charge": [-1.066, 1.645, -1.079, -1.098, -0.520, -0.402, -0.405, -0.208, -0.220, -0.245, 0.227, 0.230, 0.229, 0.231, 0.231, 0.232, 0.231, 0.228, 0.225, 0.215, 0.208, 0.204, 0.199, 0.227, 0.244, 0.234],
  "mol_weight_g_mol": 152.3,
  "homo_ev": -9.30,
  "smiles": "C[Si](C)(C)[C@@]12CC[C@H]3[C@@H]1[C@H]32",
  "e_above_lowest_kj_mol": 133.8,
  "total_charge": 0,
  "orbital_gap_ev": 10.23
}